Entry 1:
A 6-piece molecular cluster, C32H58BrClFNO22S overall at a distorted geometry. Source: the Open Molecules 2025 dataset; level of theory: ωB97M-V/def2-TZVPD.

**E_HOMO**: -10.27 eV
**Calculated total energy**: -176777.8163 eV
**Orbital gap**: 10.52 eV
**Structure (SMILES)**: CC(=O)OC[C@H](O[C@@H](F)N=C=O)[C@H](O[C@@H](Br)C[C@@H](C)Cl)S(C)(=O)=O.CCOC(=O)OC.CCOC(=O)OC.CCOC(=O)OC.CCOC(=O)OC.CCOC(=O)OC

The geometry in ORCA input format:
```
! wB97M-V def2-TZVPD RIJCOSX def2/J DEFGRID3
* xyz 0 1
C 3.9214 0.3052 2.3578
C 3.5178 0.2086 0.9152
O 3.6856 1.0824 0.1067
O 2.9605 -0.9860 0.5914
C 1.9396 -0.8904 -0.3925
C 1.0147 -2.0848 -0.3487
O 0.1143 -1.8805 0.7485
C -1.0981 -2.5211 0.6505
F -1.1404 -3.5783 1.5293
N -2.1731 -1.5853 0.9653
C -2.1836 -1.1289 2.0985
O -2.1796 -0.6899 3.1494
C 1.6792 -3.4770 -0.3303
O 2.5443 -3.7146 0.7240
C 1.9719 -4.2766 1.8781
Br 1.3237 -6.0886 1.5667
C 3.0769 -4.3050 2.9125
C 2.6868 -4.8202 4.3018
C 3.6424 -4.2430 5.3484
Cl 1.0030 -4.4142 4.7496
S 2.7303 -3.6991 -1.8237
C 1.7533 -3.1242 -3.1696
O 3.9126 -2.8905 -1.6981
O 2.9870 -5.1053 -1.9782
H 4.9709 0.0296 2.4227
H 3.7770 1.3336 2.6657
H 3.3197 -0.3638 2.9631
H 2.3278 -0.7319 -1.3958
H 1.3253 -0.0169 -0.1701
H 0.4189 -2.0390 -1.2648
H -1.2944 -2.9200 -0.3442
H 0.8969 -4.2337 -0.4440
H 1.1649 -3.6403 2.2197
H 3.5656 -3.3350 2.9704
H 3.8169 -5.0056 2.5215
H 2.8097 -5.8967 4.3193
H 3.8396 -4.9419 6.1540
H 3.2925 -3.2878 5.7265
H 4.5956 -4.0551 4.8537
H 0.8922 -3.7764 -3.2870
H 2.3684 -3.2004 -4.0614
H 1.4636 -2.0889 -3.0317
C -4.0969 -3.6312 -3.4921
C -3.8752 -2.5633 -4.5419
O -3.9194 -1.2398 -3.9815
C -2.8530 -0.8709 -3.2842
O -1.8560 -1.5261 -3.1046
O -3.0666 0.3520 -2.8075
C -2.0291 0.8453 -1.9546
H -5.0330 -3.4534 -2.9614
H -4.1386 -4.6144 -3.9599
H -3.2952 -3.6343 -2.7554
H -4.6791 -2.5941 -5.2740
H -2.9360 -2.7095 -5.0746
H -1.0629 0.8092 -2.4536
H -1.9991 0.2691 -1.0296
H -2.2752 1.8782 -1.7268
C -2.0892 8.3982 -2.3616
C -3.0191 7.2064 -2.4395
O -2.4650 6.0438 -1.8010
C -2.4829 6.0560 -0.4728
O -2.9359 6.9250 0.2262
O -1.9070 4.9349 -0.0394
C -1.7770 4.8522 1.3830
H -1.1127 8.1459 -2.7767
H -2.5040 9.2352 -2.9226
H -1.9398 8.7164 -1.3312
H -3.1680 6.9152 -3.4770
H -3.9968 7.4292 -2.0127
H -2.7393 4.9903 1.8710
H -1.0642 5.5938 1.7403
H -1.4008 3.8569 1.5996
C 9.3905 -5.5267 8.9628
C 9.1468 -4.1260 8.4436
O 9.4848 -3.9962 7.0540
C 8.6187 -4.5346 6.2000
O 7.5864 -5.0840 6.4841
O 9.0905 -4.3577 4.9663
C 8.2964 -4.9560 3.9389
H 10.4227 -5.8261 8.7766
H 9.2005 -5.5683 10.0351
H 8.7410 -6.2483 8.4708
H 9.7928 -3.4186 8.9592
H 8.1153 -3.8118 8.6023
H 7.2653 -4.6140 3.9944
H 8.3344 -6.0412 4.0167
H 8.7312 -4.6451 2.9940
C -2.9278 8.4662 3.3118
C -2.7787 9.5202 2.2373
O -2.8524 10.8528 2.7752
C -1.7735 11.2679 3.4299
O -0.7493 10.6549 3.5825
O -2.0131 12.5002 3.8831
C -0.9575 13.0504 4.6730
H -3.8528 8.6207 3.8695
H -2.9488 7.4773 2.8561
H -2.1027 8.5062 4.0216
H -3.6022 9.4466 1.5313
H -1.8523 9.3953 1.6778
H -0.0140 13.0291 4.1326
H -0.8630 12.5038 5.6099
H -1.2343 14.0797 4.8809
C -7.3739 -1.3553 -8.4006
C -8.1665 -2.6436 -8.4606
O -7.8438 -3.4260 -9.6206
C -6.6795 -4.0674 -9.5748
O -5.9033 -4.0692 -8.6550
O -6.5182 -4.7144 -10.7280
C -5.2657 -5.3921 -10.8537
H -7.5137 -0.7806 -9.3169
H -7.7009 -0.7518 -7.5540
H -6.3088 -1.5518 -8.2911
H -9.2282 -2.4249 -8.5531
H -8.0277 -3.2442 -7.5618
H -5.1054 -6.0725 -10.0207
H -4.4515 -4.6716 -10.9100
H -5.3144 -5.9564 -11.7800
*
```

Atomic partial charges in e from the Mulliken method, atoms 1 to 99: C -1.132; C 0.698; O -0.555; O -0.158; C -1.518; C 0.657; O -0.501; C -0.031; F -0.323; N -0.535; C 0.778; O -0.396; C -0.719; O -0.180; C 0.077; Br -0.104; C -1.009; C 0.447; C -1.300; Cl -0.208; S 1.325; C -1.026; O -0.643; O -0.736; H 0.313; H 0.341; H 0.264; H 0.341; H 0.780; H 0.171; H 0.681; H 0.771; H 0.195; H 0.323; H 0.402; H 0.477; H 0.384; H 0.365; H 0.179; H 0.309; H 0.555; H 0.239; C -0.964; C -0.047; O -0.398; C 0.790; O -0.556; O -0.376; C -0.339; H 0.314; H 0.371; H 0.133; H 0.235; H 0.275; H 0.257; H 0.028; H 0.265; C -0.921; C -0.185; O -0.343; C 0.704; O -0.520; O -0.265; C -0.682; H 0.298; H 0.366; H 0.137; H 0.301; H 0.296; H 0.308; H 0.308; H 0.202; C -1.088; C -0.176; O -0.366; C 0.791; O -0.559; O -0.340; C -0.375; H 0.292; H 0.355; H 0.313; H 0.288; H 0.303; H 0.040; H 0.287; H 0.242; C -0.918; C -0.050; O -0.357; C 0.744; O -0.553; O -0.347; C -0.638; H 0.313; H 0.125; H 0.335; H 0.291; H 0.243



Entry 2:
C35H38GeNOPdSi as an isolated structure. Source: the Open Molecules 2025 dataset; level of theory: ωB97M-V/def2-TZVPD.

**E_HOMO (spin up / spin down)**: -2.79 / -2.79 eV
**Calculated total energy**: -108323.5581 eV
**Energy relative to the best compared isomer or geometry (same formula, charge and spin)**: 0.1086 eV
**Orbital gap (spin up / spin down)**: 5.33 / 5.34 eV

The geometry in ORCA input format:
```
! wB97M-V def2-TZVPD RIJCOSX def2/J DEFGRID3
* xyz -1 1
Pd 0.8295 1.1335 -0.9183
O 0.4385 0.2668 2.1269
C 0.1823 1.6042 2.5165
C 1.4608 2.2698 3.0056
C 2.4981 2.3570 1.8887
C 2.2005 3.4002 0.8494
C 2.2585 4.7581 1.1714
C 2.0780 5.7088 0.1902
C 1.8502 5.2843 -1.1139
C 1.7782 3.9283 -1.3518
N 1.9271 2.9962 -0.3965
H 0.6252 0.2633 1.1663
H -0.5633 1.5810 3.3155
H -0.2503 2.1701 1.6830
H 1.8695 1.6617 3.8170
H 1.2319 3.2587 3.4186
H 2.5589 1.3898 1.3928
H 3.4914 2.5645 2.2989
H 2.4653 5.0466 2.1940
H 2.1243 6.7638 0.4304
H 1.7124 5.9841 -1.9262
H 1.5736 3.5461 -2.3440
C 2.9197 -1.0906 -2.4595
Si 2.1535 -0.7151 -0.7649
C 1.6885 -2.3926 -0.0312
C 3.6394 -0.1719 0.3171
C 3.8635 -0.7058 1.5899
C 4.8790 -0.2352 2.4147
C 5.7119 0.7869 1.9825
C 5.5186 1.3289 0.7168
C 4.4972 0.8544 -0.0928
H 3.7444 -1.8040 -2.3672
H 3.2938 -0.1927 -2.9561
H 2.1533 -1.5242 -3.1067
H 2.5691 -3.0373 0.0733
H 0.9617 -2.8888 -0.6768
H 1.2147 -2.3021 0.9486
H 3.2186 -1.4965 1.9561
H 5.0178 -0.6667 3.3998
H 6.5038 1.1579 2.6225
H 6.1621 2.1283 0.3660
H 4.3461 1.3116 -1.0664
C -0.3648 -0.1639 -1.7333
Ge -1.8745 -1.0378 -1.0130
C -3.0409 0.2217 -0.0277
C -3.9610 -0.1778 0.9403
C -4.7783 0.7431 1.5850
C -4.6917 2.0918 1.2682
C -3.7881 2.5083 0.2994
C -2.9756 1.5802 -0.3399
C -2.9841 -1.7038 -2.5200
C -4.3684 -1.8238 -2.4032
C -5.1449 -2.3153 -3.4449
C -4.5458 -2.7038 -4.6354
C -3.1689 -2.5911 -4.7736
C -2.4031 -2.0935 -3.7266
C -1.8357 -2.6367 0.1766
C -2.0383 -3.9129 -0.3477
C -1.9650 -5.0474 0.4525
C -1.6885 -4.9247 1.8064
C -1.4871 -3.6615 2.3484
C -1.5584 -2.5336 1.5420
H -0.0059 -0.6906 -2.6248
H -4.0369 -1.2268 1.2088
H -5.4808 0.4079 2.3400
H -5.3251 2.8127 1.7725
H -3.7151 3.5594 0.0421
H -2.2642 1.9043 -1.0932
H -4.8543 -1.5228 -1.4804
H -6.2199 -2.3944 -3.3279
H -5.1476 -3.0881 -5.4506
H -2.6906 -2.8874 -5.7002
H -1.3303 -1.9996 -3.8551
H -2.2607 -4.0290 -1.4033
H -2.1254 -6.0272 0.0169
H -1.6287 -5.8059 2.4345
H -1.2657 -3.5540 3.4044
H -1.3832 -1.5575 1.9826
*
```

How positive or negative is each atom? The Mulliken charges in e answer that: Pd -0.328; O -0.274; C -0.428; C -1.042; C 1.693; C 0.401; C -0.841; C -0.516; C -0.728; C -0.397; N 0.327; H -0.238; H 0.485; H 0.156; H 0.426; H 0.382; H -1.820; H 0.471; H 0.434; H 0.408; H 0.405; H 0.394; C -1.302; Si 0.897; C -1.080; C -0.033; C 0.354; C -0.693; C -0.443; C -0.702; C -0.027; H 0.374; H 0.265; H 0.263; H 0.477; H 0.259; H 0.189; H 0.270; H 0.385; H 0.371; H 0.380; H 0.185; C -0.924; Ge 2.438; C -0.064; C -0.175; C -0.705; C -0.372; C -0.698; C -0.429; C -0.523; C -0.026; C -0.710; C -0.369; C -0.635; C -0.395; C -0.324; C -0.312; C -0.620; C -0.499; C -0.707; C -0.026; H -0.031; H 0.359; H 0.381; H 0.368; H 0.381; H 0.290; H 0.305; H 0.372; H 0.342; H 0.379; H 0.288; H 0.314; H 0.371; H 0.347; H 0.395; H 0.456



Entry 3:
C6H7LiO6V as an isolated structure at a distorted geometry. Source: the Open Molecules 2025 dataset; level of theory: ωB97M-V/def2-TZVPD.

**E_HOMO (spin up / spin down)**: -9.54 / -13.07 eV
**Expectation value of S²**: 6.0047
**Calculated total energy**: -44502.4184 eV
**Energy relative to the best compared isomer or geometry (same formula, charge and spin)**: 2.4063 eV
**Orbital gap (spin up / spin down)**: 4.86 / 8.45 eV

The geometry in ORCA input format:
```
! wB97M-V def2-TZVPD RIJCOSX def2/J DEFGRID3
* xyz 1 5
V 1.9801 2.3648 -0.8652
O 0.4191 1.2475 -0.8365
O 1.0152 -1.0430 -0.6967
C 2.3718 -1.2707 -1.0703
C 3.1374 -0.5152 0.0046
O 2.2579 0.5820 0.2878
C 0.9233 0.2204 -0.1415
H 2.5571 -2.3491 -1.0666
H 2.5643 -0.8605 -2.0729
H 4.0986 -0.1170 -0.3364
H 3.2782 -1.1138 0.9146
Li -5.8374 0.1964 -0.6898
O -4.3239 1.5705 -0.3908
O -2.4525 0.9461 0.6893
C -1.5445 0.0278 0.7564
C -0.1423 0.3805 0.9131
O -4.2440 -0.4893 0.4413
C -3.7825 0.6098 0.1444
H -1.9475 -0.9197 1.1455
H -0.0607 1.3221 1.4779
H -0.2677 -0.7896 1.3915
*
```

How positive or negative is each atom? The Mulliken charges in e answer that: V 0.407; O -0.967; O -0.442; C -0.391; C -0.305; O -0.589; C 1.880; H 0.307; H 0.263; H 0.287; H 0.257; Li 0.906; O -0.724; O -0.193; C -0.148; C -0.541; O -0.754; C 0.936; H 0.368; H 0.331; H 0.113



Entry 4:
A 3-piece molecular cluster, C27H57BF3IO3PS overall at a distorted geometry. Source: the Open Molecules 2025 dataset; level of theory: ωB97M-V/def2-TZVPD.

**E_HOMO**: -4.92 eV
**Calculated total energy**: -72120.0220 eV
**Orbital gap**: 7.26 eV

The geometry in ORCA input format:
```
! wB97M-V def2-TZVPD RIJCOSX def2/J DEFGRID3
* xyz -1 1
C 1.9472 -1.8744 6.4335
C 1.5880 -3.3589 6.8645
C 2.3099 -3.8838 8.2061
C 0.6703 -4.2369 6.2071
C 0.9201 -5.0398 4.8614
C 1.2645 -4.1335 3.5847
C -0.0424 -3.6629 2.7723
C -0.8431 -2.6600 3.7168
C 0.2468 -3.1615 1.2885
C -0.0778 -1.6362 0.9623
B 1.1394 -0.5620 1.2790
C 1.7046 0.1065 -0.1385
C 2.3158 -0.9691 -1.1341
C 2.9083 -0.3379 -2.5074
I 2.5846 1.7992 -2.7510
C 2.3531 -1.1559 2.2063
O 3.4515 -0.1482 2.2984
C 4.6359 -0.7722 2.6801
F 4.4515 -1.7154 3.7204
F 5.2605 -1.4722 1.6340
F 5.5847 0.1560 3.1388
P 0.3838 0.9615 2.2533
O 0.0697 0.6153 3.8855
O 1.5501 2.2442 2.2741
S -1.1755 1.7258 1.3055
H 1.7915 -1.6747 5.3313
H 1.2675 -1.1520 7.0081
H 3.0404 -1.6501 6.6866
H 2.6050 -2.9451 8.7974
H 3.2040 -4.5314 7.9698
H 1.5068 -4.3955 8.8251
H -0.3431 -4.4013 6.7187
H 1.7974 -5.7460 5.0453
H 0.0156 -5.7244 4.6934
H 1.9255 -4.7299 2.8580
H 1.9053 -3.2775 3.9545
H -0.6890 -4.6096 2.6895
H -1.2972 -3.2982 4.5575
H -0.0923 -1.9810 4.2204
H -1.7138 -2.1273 3.2313
H -0.4130 -3.7909 0.5885
H 1.3190 -3.4715 1.0192
H -0.2351 -1.5838 -0.1762
H -1.0361 -1.2349 1.4141
H 2.4199 0.9325 0.1635
H 0.7688 0.5447 -0.6395
H 1.5380 -1.7376 -1.4747
H 3.1988 -1.5246 -0.6577
H 4.0192 -0.5714 -2.6017
H 2.3807 -0.8394 -3.3909
H 2.8412 -2.1006 1.8168
H 1.9509 -1.2456 3.2690
H -0.4836 1.3048 4.3001
H 1.4940 2.6251 1.3694
C -6.5581 0.7688 -2.7669
C -6.6640 -0.1243 -1.5383
C -5.5044 0.0602 -0.5581
C -4.1223 -0.2972 -1.1128
C -3.9821 -1.7286 -1.6335
C -4.1893 -2.7815 -0.5526
H -5.6617 0.5492 -3.3509
H -7.4228 0.6177 -3.4206
H -6.5334 1.8235 -2.4802
H -6.7428 -1.1707 -1.8498
H -7.5994 0.1105 -1.0170
H -5.7035 -0.5354 0.3388
H -5.4827 1.1041 -0.2247
H -3.3800 -0.1324 -0.3244
H -3.8615 0.3970 -1.9178
H -2.9770 -1.8494 -2.0502
H -4.6792 -1.9068 -2.4591
H -3.4689 -2.6502 0.2594
H -4.0517 -3.7830 -0.9685
H -5.1961 -2.7351 -0.1306
C -0.3083 4.3786 -4.7693
C 0.8736 4.1535 -5.7023
C 1.9971 5.1719 -5.5067
C 1.6132 6.6258 -5.7989
C 1.0784 6.8846 -7.2084
C 2.0967 6.5830 -8.3001
H -0.7799 5.3496 -4.9397
H -1.0693 3.6099 -4.9308
H 0.0059 4.3261 -3.7236
H 0.5280 4.1547 -6.7413
H 1.2775 3.1524 -5.5161
H 2.8464 4.8845 -6.1355
H 2.3568 5.1109 -4.4731
H 2.4939 7.2568 -5.6318
H 0.8655 6.9589 -5.0724
H 0.7889 7.9381 -7.2823
H 0.1677 6.3042 -7.3850
H 2.9968 7.1898 -8.1695
H 1.6759 6.8092 -9.2831
H 2.3886 5.5305 -8.3008
*
```

How positive or negative is each atom? The Mulliken charges in e answer that: C -0.903; C 0.757; C -1.063; C -0.741; C -0.766; C 0.138; C 0.290; C -0.873; C -0.848; C -0.170; B 0.758; C -0.973; C 0.011; C -0.944; I 0.002; C -0.869; O -0.479; C 0.731; F -0.232; F -0.285; F -0.286; P 0.694; O -0.504; O -0.643; S -0.508; H -0.010; H 0.257; H 0.346; H 0.302; H 0.231; H 0.343; H 0.339; H 0.292; H 0.242; H 0.406; H -0.416; H 0.463; H 0.320; H -0.126; H 0.361; H 0.339; H 0.162; H -0.102; H 0.038; H 0.293; H 0.477; H 0.152; H 0.109; H 0.358; H 0.393; H 0.714; H -0.198; H 0.309; H 0.334; C -1.180; C -0.394; C -0.809; C -0.031; C -0.505; C -1.013; H 0.285; H 0.378; H 0.288; H 0.234; H 0.359; H 0.318; H 0.397; H -0.104; H 0.298; H 0.353; H 0.327; H 0.077; H 0.375; H 0.336; C -1.167; C -0.368; C -0.498; C -0.759; C -0.359; C -1.175; H 0.307; H 0.352; H 0.272; H 0.274; H 0.317; H 0.274; H 0.280; H 0.378; H 0.318; H 0.353; H 0.244; H 0.288; H 0.372; H 0.282